1.
A 6-piece molecular cluster, CH14O5S overall at a distorted geometry, computed with wB97M-V/def2-TZVPD.

Element x y z (Å)
C -0.790 -2.415 0.572
S 0.193 -1.425 1.857
H -1.643 -3.148 1.173
H -0.157 -3.184 0.068
H -1.235 -1.738 -0.087
H 1.506 -1.637 1.356
H -1.843 2.133 1.712
H -0.204 1.544 2.011
O -1.049 1.551 1.476
H 4.875 -0.608 0.354
H 3.995 0.402 -0.315
O 4.057 -0.535 -0.139
H -3.065 2.361 0.777
H -3.241 1.168 -0.211
O -3.773 1.957 0.168
H -1.148 1.165 -1.565
H -0.628 1.862 -0.247
O -1.109 1.935 -1.110
H 2.204 -0.672 -1.901
H 1.406 -0.548 -3.377
O 1.652 -0.167 -2.572

Results
lowest unoccupied orbital energy (spin up / spin down): -4.57 / -9.42 eV
HOMO (spin up / spin down): -0.49598 / -0.49595 hartree
energy relative to the best compared isomer or geometry (same formula, charge and spin): 54.12 kcal/mol
gap between HOMO and LUMO (spin up / spin down): 8.9 / 4.1 eV
charge: +1
spin multiplicity: 2
energy: -22325.3756 eV
⟨S²⟩: 0.75

The molecule's Mulliken atomic charges, reported in e, are given here: C -0.654; S 0.275; H 0.368; H 0.350; H 0.274; H 0.319; H 0.252; H 0.342; O -0.624; H 0.311; H 0.333; O -0.627; H 0.286; H 0.305; O -0.542; H 0.260; H 0.340; O -0.576; H 0.322; H 0.304; O -0.619

***

2.
An isolated ion of composition CH5ClN2P and charge +1 at a distorted geometry, computed with wB97M-V/def2-TZVPD.

Element x y z (Å)
C 0.185 0.059 -0.272
N 1.259 0.727 0.096
N 0.199 -1.242 -0.271
P -1.393 1.039 -0.130
Cl -2.880 -0.455 0.261
H 2.201 0.445 0.079
H 1.046 1.654 0.109
H 1.025 -1.812 -0.286
H -0.622 -1.687 -0.712
H -1.020 1.272 1.127

Results
lowest unoccupied orbital energy: -4.62 eV
HOMO: -0.54611 hartree
energy relative to the best compared isomer or geometry (same formula, charge and spin): 0.00 kcal/mol
gap between HOMO and LUMO: 10.2 eV
charge: +1
SMILES string: NC(=[NH2+])PCl
energy: -25902.8000 eV

The molecule's Mulliken atomic charges, reported in e, are given here: C 0.661; N -0.318; N -0.348; P 0.084; Cl -0.148; H 0.237; H 0.193; H 0.248; H 0.250; H 0.140